Here is a 2-piece molecular cluster, C6H11ClSi overall at a distorted geometry from OMol25. Energies are from ωB97M-V with the def2-TZVPD basis set.

Positions of all 19 atoms, in Å:
C 3.886 0.535 0.880
C 4.776 0.431 0.090
C 0.958 -0.944 -1.123
C -1.617 -1.370 1.011
C -0.960 1.569 -0.075
C 0.907 0.374 1.717
Si -0.205 -0.175 0.267
Cl 6.015 0.347 -1.031
H 1.708 -0.251 -1.353
H 1.470 -1.694 -0.557
H 0.550 -1.306 -1.999
H -1.915 -2.034 0.269
H -1.153 -1.877 1.811
H -2.464 -0.935 1.468
H -0.157 2.348 -0.149
H -1.689 1.715 -0.788
H -1.284 1.832 0.907
H 1.156 -0.181 2.687
H 1.237 1.392 1.555

* 2S+1: 1
* HOMO energy (alpha / beta): -9.90 / -9.18 eV
* frontier orbital gap (alpha / beta): 0.326 / 0.238 Ha
* LUMO (alpha / beta): -1.02 / -2.72 eV
* strongest force on any atom: 3.58 eV/Å
* relative energy (zero: lowest compared OMol25 entry of this formula, charge and spin): 168.20 kcal/mol